{
  "formula": "C11H10F9NORh",
  "method": "the ωB97M-V functional and the def2-TZVPD basis",
  "spin_multiplicity": 5,
  "total_charge": -1,
  "s2": 6.035,
  "orbital_gap_ev": [6.129, 7.334],
  "homo_energy_ev": [-2.5, -4.7],
  "elements": ["Rh", "F", "F", "F", "F", "F", "F", "F", "F", "F", "O", "N", "C", "C", "C", "C", "C", "C", "C", "C", "C", "C", "C", "H", "H", "H", "H", "H", "H", "H", "H", "H", "H"],
  "coordinates": [[-0.341, -0.150, -0.121], [-1.165, -2.200, 3.759], [-2.212, -0.506, 2.860], [-1.040, 1.816, 2.818], [0.096, 1.713, 4.690], [2.544, -0.243, 3.666], [1.266, -0.582, 5.424], [1.149, 1.913, 2.781], [1.505, -2.149, 3.904], [-1.578, -0.404, 4.962], [0.424, -0.650, 1.957], [-2.697, -0.248, -0.189], [0.048, -1.899, -0.616], [-0.308, 2.077, -0.002], [0.883, 0.930, -1.637], [1.384, -0.812, 4.086], [-1.217, -0.848, 3.724], [-0.488, 0.830, -1.970], [0.094, 1.316, 3.396], [1.392, -1.495, -0.620], [0.160, -0.253, 3.189], [-1.221, 1.550, -0.980], [0.996, 1.643, -0.409], [-2.208, -0.882, 0.563], [1.913, 1.906, 0.120], [1.985, -1.863, 0.325], [1.760, -1.433, -1.689], [-0.604, -1.993, -1.546], [-2.317, 1.706, -0.890], [-0.562, 2.719, 0.830], [1.728, 0.505, -2.190], [-0.443, -2.297, 0.336], [-0.927, 0.282, -2.827]]
}